Formula: C35H40AsO8Re
Source: the Open Molecules 2025 dataset
Level of theory: the ωB97M-V functional and the def2-TZVPD basis

Properties
Strongest force on any atom = 3.7 eV/Å
Energy relative to the best compared isomer or geometry (same formula, charge and spin) = 38.4 kcal per mole
⟨S²⟩ = 0.76
Net charge = +3
Multiplicity = 2
Lowest unoccupied orbital energy (alpha / beta) = -11.2 / -10.7 eV
E_HOMO (alpha / beta) = -16.53 / -16.53 eV
Kohn-Sham gap (alpha / beta) = 5.35 / 5.80 eV
DFT total energy = -4272.62258 hartree

Geometry as XYZ:
```
85
Properties=species:S:1:pos:R:3:forces:R:3
Re -1.119892 0.207562 1.211118 1.87 -1.11 0.11
C -3.068392 -1.595762 2.651758 0.28 -0.22 0.46
C -1.702049 -2.108060 3.057988 -0.35 -0.41 -0.14
O -0.691714 -1.072843 2.980136 -0.41 0.69 -1.42
C -0.427302 -0.312798 4.176535 0.43 0.44 0.33
C -1.396714 0.847702 4.348582 -0.03 -0.42 0.38
O -1.839369 1.307117 3.046140 0.58 -0.73 -1.18
C -1.769761 2.746085 2.855482 -0.07 0.75 -0.34
C -2.744176 3.087914 1.767741 -0.01 0.13 0.27
O -2.366928 2.367593 0.592706 0.42 -0.77 0.10
C -3.316506 2.531147 -0.468553 -0.14 -0.03 -0.38
C -2.945615 1.570794 -1.575194 0.12 0.24 0.02
O -2.698237 0.275930 -1.060497 -0.12 -0.01 0.21
C -3.830620 -0.544145 -0.806486 0.13 -0.12 0.08
C -4.139960 -0.609530 0.677905 -0.37 0.20 -0.58
O -2.914930 -1.032281 1.331713 0.51 1.11 -0.05
H -3.445731 -0.832810 3.337685 -0.07 0.01 -0.11
H -3.769097 -2.431397 2.621884 -0.02 0.04 -0.10
H -1.372431 -2.881627 2.363673 0.02 0.01 0.05
H -1.733458 -2.522669 4.065367 0.08 0.05 0.01
H 0.590965 0.056663 4.065184 -0.06 -0.13 0.01
H -0.458892 -0.971250 5.044483 0.00 -0.08 -0.08
H -0.877989 1.648993 4.873807 -0.04 0.07 -0.08
H -2.282712 0.569241 4.920559 -0.05 0.06 -0.11
H -0.748710 3.019672 2.575274 0.02 -0.12 0.15
H -2.053941 3.261305 3.772306 -0.01 -0.17 0.07
H -2.714454 4.163327 1.577874 0.01 -0.01 -0.03
H -3.761778 2.808713 2.059823 -0.01 0.01 -0.04
H -3.266879 3.553722 -0.850203 -0.02 0.04 0.12
H -4.330629 2.348205 -0.098789 0.06 0.00 0.10
H -2.006067 1.883008 -2.035151 -0.07 -0.04 -0.10
H -3.725812 1.554252 -2.338800 0.03 0.02 -0.04
H -3.560244 -1.544925 -1.148836 -0.11 0.00 -0.05
H -4.705199 -0.201918 -1.363092 -0.04 -0.02 0.04
H -4.931867 -1.340075 0.848222 0.12 -0.07 0.17
H -4.444282 0.358456 1.082559 0.05 -0.08 0.11
O -0.371485 -0.746699 -0.361248 -1.40 1.02 3.24
As 0.793116 -0.405151 -1.602117 1.09 0.02 -2.27
C 1.723987 -2.071739 -1.826069 -0.31 0.27 0.40
C 1.076747 -3.224603 -1.389908 0.09 0.06 0.14
C 1.667934 -4.456308 -1.623173 -0.05 0.02 0.00
C 2.889574 -4.522591 -2.280550 0.03 -0.05 -0.05
C 3.521323 -3.367969 -2.722353 -0.09 0.00 -0.04
C 2.927976 -2.130941 -2.516764 0.06 0.14 -0.05
C 1.910512 1.156468 -1.452980 -0.52 -0.30 0.37
C 1.293274 2.399845 -1.602185 -0.10 -0.15 0.10
C 2.068269 3.543886 -1.611487 -0.01 0.01 0.03
C 3.449052 3.440445 -1.471296 0.03 -0.03 -0.01
C 4.055467 2.200602 -1.316096 -0.01 0.04 -0.01
C 3.285714 1.046574 -1.293405 0.06 -0.18 0.11
C -0.259946 -0.185720 -3.208842 0.13 -0.01 0.71
C -1.302667 -1.086394 -3.403746 -0.06 0.05 -0.12
C -2.041297 -1.017955 -4.574232 0.07 -0.09 0.16
C -1.720760 -0.064851 -5.534012 -0.06 0.06 -0.12
C -0.666114 0.814460 -5.339666 0.07 0.00 0.03
C 0.082388 0.757217 -4.169778 -0.05 0.03 -0.03
H 0.127680 -3.150763 -0.872449 0.02 -0.10 0.00
H 1.174213 -5.363570 -1.302731 0.00 -0.01 0.00
H 3.341317 -5.485870 -2.475942 0.02 0.00 0.05
H 4.465492 -3.432453 -3.245307 -0.01 0.01 -0.03
H 3.388542 -1.236946 -2.918616 0.05 -0.04 0.04
H 0.213947 2.456338 -1.702720 0.07 0.11 -0.07
H 1.605502 4.513830 -1.732514 0.00 0.00 0.00
H 4.056470 4.335354 -1.483271 0.01 0.00 -0.01
H 5.129917 2.129503 -1.216351 0.00 0.00 0.02
H 3.754438 0.079817 -1.156137 0.01 0.05 0.05
H -1.523185 -1.831465 -2.648476 -0.05 -0.04 -0.06
H -2.849271 -1.716150 -4.747183 0.00 0.00 -0.03
H -2.292870 -0.017736 -6.451157 0.00 0.00 0.00
H -0.414178 1.541297 -6.099722 0.00 -0.01 -0.02
H 0.918079 1.430720 -4.028546 -0.03 -0.01 -0.01
O 1.687659 2.168803 3.001521 -0.61 0.09 -0.19
C 1.590800 1.233219 2.254362 1.44 -0.60 0.89
O 0.560395 1.184258 1.377539 -2.29 -0.08 -0.72
C 2.596265 0.121250 2.236639 -0.34 0.37 -0.30
C 3.848864 0.406863 2.778988 0.02 -0.02 -0.05
C 4.843316 -0.556695 2.752775 0.08 0.12 0.09
C 4.591756 -1.809821 2.210722 -0.06 -0.04 0.00
C 3.335532 -2.106516 1.697626 -0.12 -0.02 -0.02
C 2.339965 -1.141445 1.702501 0.04 0.00 0.03
H 4.031222 1.383494 3.206066 0.02 0.01 -0.02
H 5.816534 -0.322797 3.163143 0.00 -0.05 0.00
H 5.364523 -2.566739 2.202789 0.03 0.03 0.00
H 3.128711 -3.091925 1.300579 0.01 0.00 -0.02
H 1.356674 -1.397741 1.334876 -0.01 -0.01 -0.16
```
Forces are in eV/Å.

Atom-resolved charges from Mulliken, all expressed in e: 5.14 -0.64 -0.66 -0.47 -0.36 -0.75 -0.65 -0.74 -0.75 -0.23 -0.92 -0.51 0.28 -0.73 -0.68 -0.59 0.25 0.65 0.24 0.59 0.03 0.62 0.58 0.30 0.20 0.66 0.40 0.47 0.52 0.43 0.10 0.49 0.30 0.51 0.66 0.08 -0.76 0.65 0.89 -0.11 -0.96 -0.57 -0.95 -0.66 0.66 -0.25 -1.04 -0.72 -0.97 -0.69 0.70 -0.68 -0.91 -0.61 -0.84 -0.37 0.27 0.44 0.46 0.48 0.55 0.52 0.50 0.46 0.50 0.60 0.58 0.49 0.46 0.48 0.47 -0.57 -1.12 -0.14 1.35 -1.01 -0.75 -0.60 -1.19 0.58 0.53 0.48 0.49 0.48 0.56

Formula: C25H48ClNO2P2Ru
Source: the Open Molecules 2025 dataset
Level of theory: the ωB97M-V functional and the def2-TZVPD basis

Properties
Strongest force on any atom = 12.2 eV/Å
⟨S²⟩ = 6.04
Net charge = +4
Multiplicity = 5
Lowest unoccupied orbital energy (alpha / beta) = -15.4 / -18.2 eV
E_HOMO (alpha / beta) = -20.98 / -20.96 eV
Kohn-Sham gap (alpha / beta) = 5.57 / 2.78 eV
DFT total energy = -2422.41352 hartree

Geometry as XYZ:
```
80
Properties=species:S:1:pos:R:3:forces:R:3
Ru 0.307947 -0.240909 -0.249606 0.02 0.16 -0.14
C 1.542969 -1.802577 -0.330034 4.12 -4.16 -0.82
O 2.271380 -2.717641 -0.375542 -3.64 4.43 0.51
C -0.846032 -0.967720 1.266329 -2.10 -3.22 4.53
O -1.430542 -1.441575 2.157283 2.69 1.61 -3.52
P 1.900939 0.803447 1.372200 2.08 0.81 1.82
C 1.258260 2.282390 2.321986 -0.77 -0.22 -0.29
H 2.043627 2.572925 3.028684 -0.09 -0.31 -0.20
C 2.650782 -0.299423 2.708569 -0.70 -0.66 0.08
H 1.795553 -0.923950 3.000225 0.12 -0.11 0.05
C 3.423517 1.508047 0.526885 -0.13 0.01 -1.23
H 2.984320 2.221123 -0.181927 0.05 0.04 0.04
C -0.225619 -1.549581 -3.622606 1.19 0.53 0.11
P -1.098653 -1.397020 -1.966240 -1.16 -1.53 -1.47
H -3.325671 -1.286809 -2.927499 0.29 -0.14 0.14
H -0.036644 -0.500188 -3.881279 -0.01 -0.07 0.01
C -1.630229 -3.175520 -1.621145 -0.06 -0.21 0.60
H -1.786308 -3.571168 -2.633785 0.02 0.31 -0.02
C 3.785755 -1.224294 2.238053 -0.10 -0.25 -0.34
H 4.763835 -0.765000 2.414258 -0.22 -0.05 -0.10
H 3.719272 -1.486697 1.180738 0.12 -0.14 0.37
H 3.753530 -2.154961 2.817296 0.01 0.26 -0.05
C 3.104972 0.469263 3.955623 -0.15 0.54 0.05
H 3.859165 -0.121301 4.490104 -0.25 0.08 -0.13
H 2.275472 0.665047 4.636324 0.11 0.01 0.04
H 3.557594 1.429302 3.690367 0.12 -0.30 0.26
C 4.421365 2.262225 1.417229 -0.31 -0.07 0.60
H 3.941787 3.003760 2.062991 0.18 0.00 -0.12
H 5.143201 2.790919 0.783037 -0.24 -0.15 -0.07
H 4.989201 1.570722 2.047287 -0.09 0.15 -0.13
C 4.157342 0.437056 -0.291971 0.25 0.12 -0.23
H 4.606688 0.898380 -1.178842 -0.09 -0.10 0.17
H 3.481020 -0.353653 -0.621242 0.21 0.03 -0.25
H 4.964988 -0.024116 0.287013 -0.25 0.15 -0.25
C 0.978494 3.469270 1.391949 -0.01 -0.04 0.08
H 1.837974 4.139729 1.306862 -0.17 -0.07 -0.13
H 0.132180 4.050440 1.776646 0.20 0.07 0.02
H 0.718681 3.127399 0.383546 0.08 0.13 -0.20
C 0.000401 1.904371 3.114928 0.06 -0.10 0.21
H -0.833386 1.691025 2.438511 0.47 0.21 0.57
H -0.293242 2.734022 3.768940 0.08 -0.17 -0.05
H 0.152899 1.017461 3.736433 -0.01 0.11 0.07
C -1.021644 -2.194757 -4.765856 -0.59 -0.16 0.27
H -2.099542 -2.026436 -4.683639 0.11 -0.08 -0.18
H -0.842654 -3.273335 -4.811611 -0.07 0.14 0.09
H -0.690776 -1.769642 -5.721070 0.01 -0.01 0.26
C 1.137104 -2.240872 -3.477572 -0.10 -0.09 0.04
H 1.024470 -3.281230 -3.153613 0.08 0.18 -0.25
C -3.416293 -0.025081 -1.187258 -0.54 0.05 -0.47
H 1.775747 -1.727851 -2.756666 0.15 0.06 -0.21
H 1.648443 -2.249088 -4.447024 -0.09 0.04 0.21
C -2.441682 0.606274 -3.429131 -0.07 0.15 -0.03
H -3.139500 1.013396 -0.978802 -0.45 -0.36 -0.63
H -4.501489 -0.066008 -1.338944 0.16 0.06 0.01
H -3.173631 -0.613368 -0.297830 -0.14 -0.24 -0.09
C -2.692529 -0.537678 -2.439019 0.26 0.24 0.39
H -3.237547 1.355183 -3.340096 0.10 -0.16 -0.14
H -2.419191 0.258829 -4.465673 0.03 0.11 0.19
H -1.487998 1.105237 -3.222010 -0.07 0.14 -0.03
C -2.943174 -3.329017 -0.835219 0.10 0.31 -0.14
H -2.839598 -2.934817 0.181024 -0.01 -0.12 0.04
H -3.186373 -4.394793 -0.748069 0.07 0.21 -0.04
H -3.791009 -2.830588 -1.308262 0.02 -0.12 -0.01
C -0.538515 -4.025215 -0.958867 0.15 0.21 -0.19
H 0.440844 -3.846987 -1.404671 -0.24 -0.35 0.05
H -0.784719 -5.087491 -1.077575 0.08 0.23 0.07
H -0.464703 -3.816319 0.112521 -0.07 -0.05 0.05
H -1.097168 1.029150 -0.457342 0.48 -1.49 -3.49
H -0.590077 1.401928 0.107760 4.49 0.47 -0.11
Cl -5.154278 0.764061 2.989502 1.98 0.84 -1.51
C -3.933847 1.539427 1.984917 -1.40 -1.66 1.49
C -4.074589 2.870893 1.713311 -1.10 1.85 0.23
C -3.148322 3.462592 0.916411 0.51 -0.26 -0.14
C -2.088657 2.722060 0.410423 1.02 -1.81 -0.23
N -1.782066 1.239942 0.626762 -9.22 5.74 5.57
C -2.856298 0.787023 1.473579 0.99 0.30 -1.16
H -4.905853 3.441695 2.108122 -0.15 0.04 0.08
H -3.238911 4.514718 0.675554 0.23 0.07 -0.18
H -1.426521 3.311583 -0.216035 0.50 -0.66 -0.25
H -3.036238 -0.197637 1.783388 0.87 -1.52 -0.13
```
Forces are in eV/Å.

Atom-resolved charges from Mulliken, all expressed in e: -1.37 0.23 -0.20 0.14 -0.26 0.19 0.59 1.07 1.07 0.46 0.48 0.59 0.75 0.43 1.07 0.54 0.68 0.60 -1.66 0.39 0.31 0.46 -1.63 0.44 0.36 0.35 -1.63 0.37 0.46 0.35 -1.33 0.42 0.20 0.39 -1.57 0.34 0.44 0.20 -1.64 0.31 0.57 0.41 -1.68 0.43 0.46 0.43 -1.29 0.27 -1.29 0.17 0.50 -1.67 0.54 0.32 0.12 0.14 0.41 0.36 0.38 -1.36 0.24 0.47 0.36 -1.40 0.19 0.48 0.31 1.03 -0.44 0.16 -0.53 -0.24 -1.02 -0.15 0.80 -0.38 0.56 0.57 0.72 0.66